Entry 1:
Entry from OMol25: a 5-piece molecular cluster, C68H52BrClFNO14P2S overall (wB97M-V/def2-TZVPD).

Geometry as XYZ:
```
141
Properties=species:S:1:pos:R:3:forces:R:3
C 1.653 0.755 2.210 0.2 0.0 0.5
C 0.804 -0.436 1.742 0.4 -0.2 0.1
C -0.608 -0.369 1.130 0.2 -0.3 0.3
F -1.562 -0.610 2.145 0.2 0.2 -0.2
C -1.159 0.813 0.265 -0.8 -0.4 0.0
C -0.194 1.211 -0.888 0.5 0.3 0.1
Br 0.857 -0.310 -1.596 -0.2 -0.1 -0.1
C 0.777 2.391 -0.621 0.4 0.2 -0.4
C 2.297 2.170 -0.698 0.1 0.6 0.1
C -2.553 0.241 -0.324 -0.7 -0.5 0.0
O -2.668 -1.177 -0.485 0.5 0.2 0.7
N -1.955 -1.669 -1.582 -0.3 0.3 -0.3
O -2.047 -2.825 -1.627 0.1 -0.4 -0.1
P -3.223 0.971 -2.021 0.2 0.1 -0.5
O -4.175 -0.256 -2.513 0.2 -0.1 0.2
Cl -4.737 2.154 -1.367 0.0 0.0 0.1
O -3.529 0.454 0.670 0.3 0.2 -0.1
C -3.257 1.623 1.300 -0.1 -0.5 -0.7
O -4.129 2.258 1.794 0.1 0.1 0.5
C -1.786 1.995 1.148 0.0 0.3 0.5
C -1.790 3.507 0.734 0.3 0.1 0.1
C -2.016 3.960 -0.714 0.0 0.8 0.0
O -1.171 5.103 -0.945 -0.1 -0.3 0.2
P -1.186 2.208 2.958 -0.2 0.5 0.7
S -2.302 3.137 4.250 0.2 0.0 -0.4
H 2.704 0.561 1.973 -0.2 0.0 0.0
H 1.407 1.722 1.781 0.0 -0.1 -0.1
H 1.621 0.863 3.300 -0.1 0.1 -0.2
H 0.678 -1.112 2.598 -0.1 0.1 -0.1
H 1.422 -1.016 1.050 -0.3 0.2 -0.1
H -0.640 -1.276 0.524 -0.2 0.3 0.0
H -0.762 1.457 -1.784 -0.1 -0.1 0.3
H 0.570 3.147 -1.387 -0.1 -0.1 0.2
H 0.567 2.886 0.323 -0.2 -0.2 0.0
H 2.667 1.372 -0.058 0.0 -0.1 -0.3
H 2.763 3.099 -0.341 -0.1 -0.1 0.0
H 2.642 2.041 -1.727 -0.1 -0.3 0.2
H -3.688 -0.829 -3.117 -0.1 0.0 -0.2
H -2.559 3.971 1.359 0.1 -0.2 0.0
H -0.860 3.981 1.063 -0.1 -0.1 -0.2
H -3.044 4.320 -0.820 0.1 -0.3 -0.1
H -1.818 3.212 -1.482 -0.1 -0.2 0.1
H -0.696 4.977 -1.767 0.0 0.1 -0.1
H -0.024 2.951 2.731 0.2 -0.2 -0.2
H -0.761 0.982 3.465 0.1 -0.1 -0.3
O 9.942 -1.154 -3.158 0.0 0.0 0.0
C 8.877 -0.992 -2.603 0.1 0.0 -0.1
C 8.277 -2.069 -1.763 0.0 0.1 0.0
C 8.969 -3.263 -1.604 0.1 -0.1 0.1
C 8.444 -4.266 -0.807 0.0 0.0 0.0
C 7.223 -4.081 -0.166 0.0 0.0 0.0
C 6.522 -2.899 -0.333 0.0 -0.1 0.0
C 7.043 -1.890 -1.135 0.0 0.0 0.0
C 6.264 -0.633 -1.318 -0.1 0.0 0.0
O 5.169 -0.493 -0.815 -0.1 0.0 0.1
C 6.873 0.452 -2.138 0.1 -0.1 0.0
C 6.182 1.647 -2.296 0.0 0.1 0.0
C 6.741 2.677 -3.033 0.0 0.0 0.0
C 7.993 2.518 -3.617 0.0 0.0 0.0
C 8.682 1.326 -3.472 0.0 0.1 -0.1
C 8.124 0.288 -2.736 0.0 0.0 0.0
H 9.919 -3.400 -2.104 0.0 0.1 0.0
H 8.986 -5.194 -0.683 0.0 0.0 0.0
H 6.818 -4.863 0.463 0.0 0.0 0.0
H 5.569 -2.749 0.156 0.0 0.1 0.0
H 5.210 1.761 -1.834 0.0 -0.1 0.0
H 6.203 3.608 -3.153 0.0 0.0 0.0
H 8.431 3.327 -4.186 0.0 0.0 0.0
H 9.655 1.191 -3.925 0.0 -0.1 0.0
O 10.467 -7.323 -4.478 0.0 0.0 0.0
C 9.893 -7.141 -5.531 0.0 0.0 0.1
C 8.901 -6.039 -5.686 0.0 0.0 -0.1
C 8.656 -5.199 -4.608 0.0 0.1 0.1
C 7.762 -4.150 -4.738 -0.1 0.0 -0.1
C 7.108 -3.937 -5.947 0.0 0.0 0.0
C 7.339 -4.779 -7.021 -0.1 0.1 0.0
C 8.233 -5.835 -6.894 0.1 0.0 0.0
C 8.455 -6.741 -8.057 -0.1 0.0 -0.1
O 7.838 -6.596 -9.091 0.0 0.0 0.0
C 9.464 -7.829 -7.910 0.0 0.0 0.1
C 9.716 -8.666 -8.990 0.1 -0.1 -0.1
C 10.667 -9.666 -8.882 0.0 0.0 0.0
C 11.372 -9.835 -7.695 0.0 0.0 0.0
C 11.117 -9.011 -6.612 0.1 -0.1 0.0
C 10.161 -8.009 -6.713 0.0 0.0 0.0
H 9.171 -5.373 -3.674 0.0 -0.1 0.0
H 7.574 -3.498 -3.898 0.0 0.0 0.0
H 6.416 -3.111 -6.049 0.0 0.0 0.0
H 6.833 -4.624 -7.964 0.0 -0.1 0.0
H 9.165 -8.524 -9.909 0.0 0.1 0.0
H 10.864 -10.315 -9.725 0.0 0.0 0.0
H 12.120 -10.613 -7.616 0.0 0.0 0.0
H 11.657 -9.137 -5.684 0.0 0.1 0.0
O -4.074 -0.287 8.627 0.0 0.0 0.0
C -4.999 -0.827 8.057 0.1 0.1 0.0
C -5.316 -0.521 6.634 0.0 0.0 0.0
C -4.521 0.387 5.944 0.0 0.0 -0.1
C -4.777 0.663 4.611 0.1 0.0 -0.1
C -5.832 0.026 3.961 0.1 0.0 0.1
C -6.636 -0.869 4.646 0.0 0.1 -0.1
C -6.385 -1.143 5.985 0.0 0.0 0.1
C -7.273 -2.097 6.707 -0.1 0.0 -0.1
O -8.232 -2.601 6.161 0.0 0.0 0.0
C -6.943 -2.420 8.126 0.1 0.0 0.0
C -7.735 -3.333 8.811 0.0 -0.1 0.1
C -7.429 -3.666 10.120 0.0 0.0 0.0
C -6.332 -3.089 10.750 0.0 0.0 0.0
C -5.546 -2.170 10.074 0.0 -0.1 0.1
C -5.850 -1.829 8.762 0.0 0.0 -0.1
H -3.701 0.875 6.454 0.0 0.0 0.0
H -4.140 1.377 4.092 -0.3 -0.2 0.1
H -6.025 0.232 2.917 0.0 0.0 -0.1
H -7.460 -1.364 4.150 0.0 0.0 0.1
H -8.583 -3.778 8.311 0.0 0.0 -0.1
H -8.045 -4.379 10.652 0.0 0.0 0.0
H -6.091 -3.356 11.770 0.0 0.0 0.0
H -4.693 -1.712 10.556 0.0 0.1 -0.1
O -6.706 7.531 0.287 0.0 0.0 0.0
C -7.800 7.068 0.533 0.1 0.0 0.0
C -7.952 5.682 1.059 -0.1 0.0 0.0
C -6.814 4.920 1.294 0.1 -0.1 0.0
C -6.927 3.639 1.809 0.0 0.0 0.0
C -8.185 3.117 2.094 0.0 0.0 0.0
C -9.325 3.866 1.853 0.0 -0.1 0.0
C -9.214 5.148 1.330 0.0 0.1 0.0
C -10.452 5.931 1.061 -0.1 0.0 0.0
O -11.552 5.453 1.247 0.0 0.0 0.0
C -10.300 7.327 0.557 0.1 0.0 0.0
C -11.438 8.090 0.331 -0.1 0.1 0.0
C -11.318 9.396 -0.112 0.0 0.0 0.0
C -10.059 9.946 -0.331 0.0 0.0 0.0
C -8.922 9.186 -0.118 0.0 0.1 0.0
C -9.037 7.874 0.323 0.0 -0.1 0.0
H -5.842 5.340 1.073 0.0 0.1 0.0
H -6.033 3.055 1.983 -0.2 0.1 0.0
H -8.274 2.120 2.507 0.0 0.0 0.0
H -10.306 3.465 2.067 0.0 0.1 0.0
H -12.412 7.654 0.508 0.0 -0.1 0.0
H -12.205 9.991 -0.285 0.0 0.0 0.0
H -9.967 10.970 -0.670 0.0 0.0 0.0
H -7.939 9.603 -0.289 0.0 -0.1 0.0
```
Forces are in eV/Å.

Computed properties:
Total energy: -216209.2305 eV
Highest occupied orbital energy: -0.33222 Ha
Charge: 0
Multiplicity: 1
Kohn-Sham gap: 7.7 eV

---

Entry 2:
Entry from OMol25: C20H14Br2IN3PdS as an isolated structure in a non-equilibrium geometry (wB97M-V/def2-TZVPD).

Geometry as XYZ:
```
42
Properties=species:S:1:pos:R:3:forces:R:3
Pd -0.116 0.949 -0.623 0.1 0.4 -0.4
Br -3.842 0.392 5.051 0.4 0.1 -0.4
C -2.834 0.555 3.462 -0.8 0.0 0.3
C -3.498 0.709 2.245 0.2 -0.1 0.3
C -2.721 0.791 1.113 -0.1 0.1 -0.2
N -1.388 0.708 1.127 0.4 0.3 0.3
C -0.736 0.542 2.304 -1.5 0.1 -0.1
C -1.457 0.497 3.496 0.7 -0.1 -0.2
C 0.712 0.391 2.221 1.6 -0.1 -0.1
C 1.535 0.147 3.321 -0.9 0.2 0.0
C 2.899 0.060 3.149 0.9 -0.1 0.0
Br 4.044 -0.179 4.631 -0.4 0.0 -0.3
C 3.451 0.165 1.872 -0.2 0.0 0.4
C 2.583 0.393 0.829 0.1 -0.1 0.0
N 1.263 0.505 0.993 0.0 -0.5 0.2
H -4.575 0.765 2.197 0.0 0.0 0.0
H -3.183 0.914 0.140 0.0 0.0 0.0
H -0.941 0.406 4.440 -0.1 -0.1 0.0
H 1.101 0.039 4.304 0.1 0.0 0.0
H 4.515 0.083 1.711 0.0 0.0 0.0
H 2.956 0.502 -0.182 -0.1 -0.1 0.0
S 2.127 -0.660 -4.116 -0.1 0.3 0.3
C 2.757 0.897 -3.803 -0.1 -0.1 0.0
C 2.102 1.543 -2.791 0.1 0.5 0.1
C 1.064 0.757 -2.256 -0.1 -0.4 0.5
C 0.965 -0.478 -2.861 0.1 0.3 -0.1
C 0.019 -1.475 -2.438 -0.1 -0.3 -0.2
C -0.169 -2.709 -3.055 -0.1 0.0 0.2
C -1.113 -3.582 -2.542 0.1 0.1 -0.1
C -1.842 -3.214 -1.420 0.1 0.1 0.1
C -1.601 -1.978 -0.848 -0.3 -0.1 0.3
N -0.703 -1.137 -1.350 0.4 1.8 -0.2
H 3.590 1.265 -4.382 0.0 0.0 0.0
H 2.356 2.545 -2.474 0.0 0.0 0.0
H 0.413 -2.972 -3.927 0.0 0.0 0.0
H -1.279 -4.539 -3.018 0.0 0.0 0.0
H -2.582 -3.872 -0.990 0.0 0.0 0.0
H -2.138 -1.658 0.037 0.0 0.0 -0.1
I 0.118 3.865 -0.239 -0.3 -1.8 -0.5
C -1.008 2.609 -1.512 -0.4 -0.2 -0.1
H -0.778 2.804 -2.552 0.0 -0.2 0.0
H -2.064 2.654 -1.265 0.0 0.0 0.0
```
Forces are in eV/Å.

Computed properties:
Total energy: -187921.7924 eV
Highest occupied orbital energy (alpha / beta): -0.52674 / -0.52675 Ha
Energy above the lowest of the compared OMol25 structures with the same formula, charge and spin: 0.0000 eV
Charge: +2
Multiplicity: 1
Kohn-Sham gap (alpha / beta): 5.1 / 5.1 eV

---

Entry 3:
Entry from OMol25: C36H33N6RuS4Sb as an isolated structure (wB97M-V/def2-TZVPD).

Geometry as XYZ:
```
81
Properties=species:S:1:pos:R:3:forces:R:3
Ru 0.151 -0.339 1.115 0.2 -0.4 -0.2
C -2.987 4.794 3.394 0.0 0.0 0.0
C -2.302 4.442 2.084 0.0 0.0 0.0
N -2.488 3.031 1.756 0.1 0.0 0.1
C -1.516 2.152 1.519 -0.2 -0.2 -0.1
S -1.977 0.484 1.175 -0.1 0.1 0.2
N -0.255 2.563 1.491 0.1 0.2 0.0
N 0.618 1.577 1.376 -0.2 -0.1 0.1
C 1.920 1.976 0.971 0.1 0.2 -0.1
C 2.493 3.267 1.432 0.0 0.0 0.0
C 2.579 1.069 0.136 0.0 -0.1 0.0
C 3.876 1.287 -0.384 0.0 0.1 0.0
C 4.450 0.339 -1.194 0.0 -0.1 0.0
C 3.747 -0.830 -1.496 0.0 0.0 0.0
C 2.486 -1.000 -0.951 0.0 0.1 0.0
N 1.909 -0.100 -0.160 0.1 -0.2 0.1
H -2.870 5.857 3.602 0.0 0.0 0.0
H -2.553 4.231 4.220 0.0 0.0 0.0
H -4.057 4.582 3.350 0.0 0.0 0.0
H -1.232 4.621 2.138 0.0 0.0 0.0
H -2.698 5.046 1.265 0.0 0.0 0.0
H -3.430 2.672 1.740 0.0 0.0 0.0
H 1.832 3.732 2.157 0.0 0.0 0.0
H 2.625 3.959 0.597 0.0 0.0 0.0
H 3.473 3.116 1.890 0.0 0.0 0.0
H 4.400 2.200 -0.143 0.0 0.0 0.0
H 5.440 0.500 -1.598 0.0 0.0 0.0
H 4.165 -1.596 -2.133 0.0 0.0 0.0
H 1.911 -1.897 -1.151 0.0 0.0 0.0
C 2.236 -6.326 -1.078 0.0 0.0 0.0
C 2.751 -5.350 -0.236 0.0 0.0 0.0
C 1.919 -4.356 0.262 0.0 -0.1 0.0
C 0.567 -4.344 -0.077 0.0 0.0 0.1
C 0.054 -5.325 -0.920 0.0 0.0 0.0
C 0.891 -6.313 -1.422 0.0 0.0 0.0
Sb -0.678 -2.858 0.766 -0.2 0.3 0.0
C -1.183 -3.735 2.622 0.0 0.0 0.0
C -2.053 -3.044 3.464 0.0 0.0 0.0
C -2.426 -3.591 4.683 0.1 0.1 0.0
C -1.906 -4.818 5.079 0.0 0.0 0.0
C -1.029 -5.502 4.250 0.0 0.0 0.0
C -0.673 -4.967 3.017 0.0 0.0 0.0
C -2.503 -3.119 -0.282 0.1 0.0 0.0
C -3.577 -3.805 0.274 0.0 -0.1 0.0
C -4.767 -3.923 -0.434 0.0 0.0 0.0
C -4.887 -3.362 -1.697 0.0 0.0 0.0
C -3.816 -2.677 -2.257 0.0 0.0 0.0
C -2.630 -2.552 -1.548 0.0 0.0 0.0
H 2.885 -7.100 -1.466 0.0 0.0 0.0
H 3.798 -5.363 0.034 0.0 0.0 0.0
H 2.328 -3.598 0.922 0.0 0.0 0.0
H -0.995 -5.320 -1.190 0.0 0.0 0.0
H 0.491 -7.074 -2.079 0.0 0.0 0.0
H -2.459 -2.084 3.158 0.0 -0.1 0.0
H -3.118 -3.062 5.327 0.0 0.0 0.0
H -2.186 -5.238 6.036 0.0 0.0 0.0
H -0.626 -6.457 4.558 0.0 0.0 0.0
H 0.004 -5.513 2.371 0.0 0.0 0.0
H -3.496 -4.256 1.257 0.0 0.0 0.0
H -5.599 -4.458 0.004 0.0 0.0 0.0
H -5.814 -3.457 -2.246 0.0 0.0 0.0
H -3.905 -2.236 -3.241 0.0 0.0 0.0
H -1.805 -2.003 -1.991 0.0 0.0 0.0
S -0.455 -2.201 7.940 0.0 0.0 -0.1
C 0.044 -1.704 6.472 0.1 -0.2 0.2
S 1.402 -2.370 5.606 -0.1 0.1 -0.1
C 1.038 -1.347 4.240 0.1 -0.1 0.0
N -0.020 -0.568 4.447 -0.1 0.2 0.1
N -0.528 -0.734 5.656 0.1 0.1 -0.2
C -1.670 0.068 5.997 -0.1 0.0 0.0
C -1.770 0.663 7.245 0.0 0.0 0.0
C -2.892 1.425 7.535 0.0 0.0 0.0
C -3.895 1.586 6.590 0.0 0.0 0.0
C -3.769 0.999 5.338 0.0 0.1 0.0
C -2.651 0.244 5.031 0.0 -0.1 0.0
S 1.898 -1.296 2.806 -0.2 -0.1 0.1
H -0.987 0.546 7.977 0.0 0.0 0.0
H -2.978 1.892 8.506 0.0 0.0 0.0
H -4.772 2.172 6.829 0.0 0.0 0.0
H -4.550 1.122 4.598 0.0 0.0 0.0
H -2.535 -0.211 4.057 0.0 0.1 0.0
```
Forces are in eV/Å.

Computed properties:
Total energy: -99260.9480 eV
Highest occupied orbital energy (alpha / beta): -0.32960 / -0.38372 Ha
Energy above the lowest of the compared OMol25 structures with the same formula, charge and spin: 0.0000 eV
Charge: +1
Multiplicity: 6
Kohn-Sham gap (alpha / beta): 6.7 / 5.0 eV

---

| no. | M (g/mol) |
| --- | --- |
| 1 | 1335.5 |
| 2 | 721.6 |
| 3 | 900.8 |